Density functional theory data (ωB97M-V/def2-TZVPD) for an isolated ion of composition C2H2NO3 and charge -1.

Output
SMILES: O=C([O-])[C@H]1NO1
DFT total energy, eV: -9737.6304
Kohn-Sham gap, eV: 8.43
Energy relative to the best compared isomer or geometry (same formula, charge and spin), kJ/mol: 388.1
E_LUMO, eV: 4.16
Total charge: -1
Largest force on an atom, eV/Å: 3.56

```
8
Properties=species:S:1:pos:R:3:mulliken_charge:R:1
O 0.93548 1.24653 0.46019 -0.381
O -2.05714 0.71634 -0.08437 -0.698
O -1.43328 -1.51316 -0.04158 -0.711
N 0.91093 0.48202 -0.79583 -0.442
C 0.24979 0.05401 0.38283 0.225
C -1.28818 -0.26338 0.06801 0.491
H 0.78985 -0.88650 0.78168 0.280
H 1.89254 0.16414 -0.77093 0.235
```